C30H25Cl3I2N5O2PtS as an isolated structure at a distorted geometry, computed with ωB97M-V with the def2-TZVPD basis set.

Structure (XYZ):
```
69
Properties=species:S:1:pos:R:3:forces:R:3:mulliken_charge:R:1
Pt -0.435032 -0.592744 0.022864 -0.38 -0.53 0.57 2.27
C 3.212280 0.197125 -1.937201 -0.16 0.05 0.12 -1.71
C 1.776241 0.021409 -1.568233 0.72 0.17 0.68 0.65
N 1.388825 -0.002002 -0.325566 -0.41 -0.06 -1.51 0.17
N 2.159044 0.175660 0.701756 1.83 0.38 1.32 -1.31
C 1.593819 -0.053738 1.889589 0.81 0.25 -1.20 0.63
O 0.370332 -0.362020 2.018089 -1.92 -0.70 -0.95 -0.83
C 2.463012 0.085409 3.057950 0.06 0.02 0.40 0.23
C 3.843804 0.218670 2.888686 -0.17 0.01 -0.03 -0.16
C 4.654874 0.395179 3.990930 0.06 0.00 0.11 -0.80
C 4.100446 0.437175 5.262658 -0.07 -0.02 -0.03 -0.33
C 2.732976 0.279105 5.437650 0.04 0.00 0.07 -0.81
C 1.913114 0.096374 4.341656 -0.05 0.01 -0.31 -0.40
C 0.721988 -0.171256 -2.539128 -0.18 0.02 -0.71 1.06
C 0.932290 -0.067674 -3.916245 -0.04 -0.04 0.59 -0.97
C -0.129897 -0.236406 -4.783416 -0.28 -0.04 0.18 -0.41
C -1.390982 -0.499559 -4.264179 0.37 0.08 0.04 -0.84
C -1.533512 -0.605753 -2.890646 -0.67 -0.13 -0.13 0.18
N -0.516908 -0.445335 -2.055998 0.34 -0.43 0.86 -0.35
H 3.806800 0.237202 -1.028506 0.00 -0.01 -0.07 0.29
H 3.367178 1.115958 -2.498026 0.02 0.11 -0.08 0.37
H 3.545128 -0.639026 -2.550879 0.01 -0.05 -0.04 0.40
H 4.259095 0.177044 1.894353 0.04 0.04 -0.03 0.47
H 5.722652 0.498971 3.868036 0.06 0.01 -0.04 0.41
H 4.734001 0.589056 6.122601 0.08 0.00 0.08 0.40
H 2.311603 0.298967 6.431260 -0.05 0.00 0.06 0.43
H 0.846319 -0.027158 4.455116 -0.08 0.00 0.05 0.63
H 1.921760 0.146060 -4.284285 0.10 0.02 -0.01 0.47
H 0.025041 -0.162320 -5.847724 -0.01 0.01 -0.12 0.46
H -2.246087 -0.631707 -4.907629 -0.07 -0.04 0.03 0.43
H -2.493277 -0.842836 -2.451490 0.05 -0.03 0.14 0.33
I -2.758786 -1.752677 0.564594 0.01 0.29 -0.16 -0.26
I 0.523911 -3.320592 -0.074144 -0.63 2.14 0.02 0.12
Cl -0.829016 5.695383 6.319303 0.07 0.08 0.14 -0.21
C -2.019584 5.036916 5.266478 -0.28 -0.18 -0.33 0.43
C -2.301555 3.679631 5.290613 0.15 0.11 0.05 -1.14
C -3.216344 3.153500 4.397777 -0.09 0.06 -0.11 0.19
C -3.869538 3.948019 3.463530 -0.20 0.19 0.09 -0.67
C -4.861132 3.386220 2.458734 -0.12 0.22 -0.28 -0.16
C -4.311127 3.444905 1.004382 -0.84 0.25 0.32 -1.23
N -2.970320 2.948814 0.824133 0.45 -0.49 -0.43 0.41
C -1.816964 3.506620 1.296495 0.74 -0.05 0.02 -0.29
C -0.796541 2.703669 0.879264 0.20 0.46 0.40 -1.09
N -1.309226 1.675905 0.152344 0.13 -1.67 -0.18 -0.34
C -2.613003 1.857318 0.129379 -0.33 -0.18 -0.14 -0.38
O -5.431124 2.154426 2.822440 0.00 0.04 0.24 -0.34
C -4.762298 0.941526 2.519088 0.04 -0.39 -0.08 0.14
C -5.232557 -0.114773 3.473382 0.98 -0.16 0.28 -0.24
C -4.399771 -0.902173 4.235856 -0.97 0.03 -0.20 0.41
Cl -2.703604 -0.823521 4.260882 0.56 -0.01 0.16 -0.04
S -5.271069 -2.063077 5.187015 0.24 0.58 -0.39 -0.17
C -6.755520 -1.460294 4.579647 0.12 0.20 -0.20 -0.38
C -6.585267 -0.445259 3.683898 -0.42 -0.49 0.38 -1.06
C -3.612390 5.322956 3.502014 0.13 -0.36 0.23 1.06
Cl -4.437307 6.413260 2.436491 -0.07 0.16 -0.08 -0.21
C -2.693926 5.868427 4.383374 0.10 0.00 0.08 -0.84
H -1.802320 3.038689 5.999326 0.06 -0.06 0.07 0.48
H -3.426109 2.098214 4.442565 -0.07 -0.16 0.00 0.45
H -5.730464 4.057951 2.465164 0.23 -0.02 -0.13 0.47
H -4.334873 4.489894 0.685096 -0.04 -0.21 -0.04 0.61
H -4.982609 2.861847 0.370048 0.09 0.10 -0.02 0.43
H -1.796120 4.399860 1.881653 -0.02 0.23 0.10 0.54
H 0.256367 2.815713 1.039281 0.21 0.02 0.13 0.56
H -3.304667 1.228790 -0.396639 -0.23 -0.16 0.11 0.48
H -3.674687 1.029114 2.585867 -0.03 0.04 -0.08 0.17
H -5.026668 0.609160 1.502567 0.14 0.18 0.03 0.38
H -7.676752 -1.890875 4.920863 -0.18 -0.07 0.03 0.45
H -7.396242 0.055074 3.186526 -0.18 0.09 -0.04 0.42
H -2.509388 6.930782 4.387072 0.01 0.09 -0.02 0.46
```
Forces are in eV/Å.

Output
- HOMO energy (eV) = -10.56
- charge = +1
- strongest force on any atom (eV/Å) = 2.29
- frontier orbital gap (eV) = 5.13

---

C30H25IN3O6S3W as an isolated structure, computed with ωB97M-V with the def2-TZVPD basis set.

Structure (XYZ):
```
69
Properties=species:S:1:pos:R:3:forces:R:3:lowdin_spin:R:1
W -0.119643 -1.292950 0.500183 -0.38 0.21 -0.77 1.19
C -0.766887 3.229931 0.373825 0.04 -0.12 0.02 0.04
C -0.880005 1.747080 0.181177 0.17 -0.01 0.07 0.25
N 0.193468 0.911047 0.277218 -0.27 -0.27 -0.23 0.17
N 1.342030 1.549420 0.603706 -0.15 0.35 0.44 -0.02
C 2.429442 1.102078 0.119110 0.30 -0.08 -0.11 0.08
O 2.508704 0.105407 -0.768446 -0.09 -0.07 -0.14 0.02
C 3.693723 1.788910 0.441733 0.09 0.02 0.01 0.01
C 3.736466 2.831534 1.372070 -0.01 0.04 0.04 0.02
C 4.926196 3.485621 1.644630 -0.03 0.00 0.02 0.00
C 6.102619 3.115353 0.999994 -0.04 -0.03 -0.01 0.02
C 6.070381 2.073007 0.085381 -0.05 -0.04 -0.02 0.00
C 4.878550 1.412377 -0.189162 0.10 -0.02 -0.04 0.02
C -2.087186 1.175748 -0.234287 -0.02 0.05 -0.05 0.07
C -3.264981 1.923692 -0.450838 -0.12 0.01 -0.04 0.07
C -4.375116 1.296451 -0.958335 0.06 0.06 0.03 0.02
C -4.311176 -0.064248 -1.253812 0.04 -0.01 -0.06 0.11
C -3.142508 -0.742731 -0.957001 -0.07 -0.09 -0.18 0.00
N -2.058337 -0.163933 -0.464756 0.25 -0.05 0.61 0.12
H 0.230760 3.485855 0.713352 0.00 0.06 0.02 0.00
H -1.494492 3.578300 1.112987 0.00 0.01 -0.03 0.01
H -0.968057 3.761067 -0.563376 0.00 0.01 0.02 0.01
H 2.819014 3.102765 1.878117 0.02 0.01 0.00 0.00
H 4.945053 4.287101 2.374433 -0.04 0.00 -0.01 0.00
H 7.031366 3.629487 1.217769 0.00 -0.01 0.00 0.00
H 6.979488 1.766908 -0.419166 0.00 -0.01 0.00 0.00
H 4.849777 0.594502 -0.896985 -0.01 0.02 0.01 0.00
H -3.285411 2.974781 -0.196580 -0.01 -0.02 -0.02 0.01
H -5.293494 1.851348 -1.114539 0.02 0.01 0.00 0.00
H -5.156377 -0.602521 -1.659334 0.03 -0.01 0.03 0.01
H -3.092040 -1.808303 -1.121115 0.03 -0.02 0.04 0.00
O -1.049692 -2.515581 -3.434031 0.01 0.01 -0.11 0.01
C -0.971771 -2.736718 -2.234190 0.15 -0.17 0.21 0.01
O -0.377689 -1.955024 -1.400322 0.03 0.05 -0.76 0.07
C -1.552588 -4.009283 -1.667666 -0.14 0.01 -0.01 0.00
C -1.687411 -5.069577 -2.564711 -0.02 -0.03 -0.01 0.00
C -2.253939 -6.274195 -2.192956 0.01 0.02 0.04 0.00
C -2.721639 -6.418533 -0.888599 0.01 0.03 0.00 0.00
C -2.596464 -5.378216 0.010586 0.00 0.00 0.00 0.00
C -2.001177 -4.154362 -0.344519 0.09 -0.11 0.00 0.00
S -1.988661 -2.944206 0.925395 0.26 0.28 0.18 0.01
H -1.332752 -4.909134 -3.575119 -0.03 0.02 0.01 0.00
H -2.337025 -7.088185 -2.904424 0.01 0.02 0.01 0.00
H -3.175536 -7.351884 -0.571195 0.00 0.02 0.01 0.00
H -2.949597 -5.485310 1.030136 0.02 -0.02 -0.04 0.00
S 1.173167 -0.529821 3.704693 0.23 0.00 0.39 0.33
C 0.579618 -0.899401 2.338872 -0.43 -0.15 -0.56 0.28
C -4.221216 4.967630 5.621726 -0.01 -0.07 -0.01 0.00
C -3.975097 3.642957 4.942412 -0.05 0.02 0.06 0.00
C -2.882651 3.450846 4.109412 0.01 -0.01 -0.01 0.00
C -2.654994 2.219818 3.498988 0.06 -0.06 0.02 0.00
C -3.525023 1.167946 3.718934 -0.21 -0.01 0.05 0.00
C -4.625841 1.344754 4.555987 0.12 0.04 -0.07 0.00
C -4.845150 2.571145 5.158938 0.02 -0.01 -0.01 0.00
S -3.321650 -0.410048 2.885863 0.41 0.19 -0.08 0.01
O -4.438065 -0.460909 1.962608 -0.09 -0.01 -0.02 0.00
O -3.349008 -1.406388 3.937855 -0.04 0.04 0.08 0.00
O -2.009671 -0.251332 2.235706 -0.40 -0.10 0.40 0.06
H -3.450240 5.694179 5.361047 -0.02 -0.01 -0.01 0.00
H -4.221546 4.851841 6.708989 0.00 0.03 -0.02 0.00
H -5.191646 5.383835 5.338443 0.02 0.01 0.00 0.00
H -2.194695 4.273524 3.935538 0.00 -0.03 0.00 0.00
H -1.796528 2.049980 2.859638 -0.03 0.02 0.00 0.00
H -5.292071 0.505172 4.716879 -0.01 0.06 0.02 0.00
H -5.704961 2.709774 5.809152 0.02 -0.02 -0.01 0.00
I 1.217868 -3.829175 0.948724 0.17 0.10 0.12 -0.01
C 1.970256 -1.176053 -0.327575 0.05 -0.09 0.54 -0.01
H 2.026089 -1.795986 -1.211249 -0.19 -0.11 -0.16 0.00
H 2.692791 -1.564718 0.388237 0.08 0.04 0.10 0.00
```
Forces are in eV/Å.

Output
- 2S+1 = 4
- HOMO energy (spin up / spin down) (eV) = -0.43 / -2.02
- charge = -2
- strongest force on any atom (eV/Å) = 0.88
- frontier orbital gap (spin up / spin down) (eV) = 4.56 / 5.95

---

A 5-piece molecular cluster, C30H25N5O10 overall at a distorted geometry, computed with ωB97M-V with the def2-TZVPD basis set.

Structure (XYZ):
```
70
Properties=species:S:1:pos:R:3:forces:R:3:lowdin_spin:R:1
C 0.544069 4.219650 3.771509 -1.34 -0.37 -0.55 0.00
C -0.416251 5.037840 3.153819 0.40 -0.05 0.45 0.00
C -1.769791 4.739340 3.177279 0.17 -0.44 0.94 0.00
C -2.180861 3.578970 3.849559 0.46 0.31 0.07 0.00
C -1.250121 2.643850 4.380259 -0.21 1.58 -1.49 0.00
C 0.123789 2.967550 4.243009 -0.99 0.07 1.12 0.00
N -3.649441 3.351970 3.932269 -1.97 -1.30 -1.77 0.00
O -4.006981 2.228870 4.307269 0.57 1.95 0.12 0.00
O -4.467401 4.178210 3.419229 2.36 -1.37 1.59 0.00
H 1.549789 4.606230 3.845539 0.22 -0.46 -0.11 0.00
H -0.100091 5.967260 2.703689 0.03 0.12 -0.03 0.00
H -2.482311 5.468540 2.820919 -0.16 -0.30 -0.18 0.00
H -1.590641 1.699410 4.778349 0.06 0.07 0.01 0.00
H 0.782329 2.230790 4.678799 0.43 0.12 -0.21 0.00
C 4.683669 2.666770 0.451469 1.48 1.11 0.34 0.04
C 4.434099 2.706530 1.806479 0.17 0.70 0.49 0.01
C 3.692819 1.749920 2.412519 -1.58 -1.54 0.11 0.03
C 3.141759 0.710910 1.625149 -0.13 -0.06 -1.21 0.02
C 3.513059 0.597450 0.240199 -0.11 0.46 1.53 0.03
C 4.352489 1.587800 -0.299361 -1.82 -1.11 -0.49 0.00
N 2.101569 -0.171790 2.188829 0.32 -0.24 0.94 0.09
O 1.724909 -0.010600 3.380329 0.73 0.49 -1.15 0.08
O 1.696189 -1.122070 1.517829 0.20 0.42 -0.40 0.07
H 5.258659 3.492160 0.058369 0.01 0.02 -0.39 0.00
H 4.780939 3.539090 2.400589 0.12 0.13 -0.01 0.00
H 3.385539 1.790780 3.447079 0.14 0.05 0.09 0.00
H 3.114219 -0.184260 -0.389301 -0.09 -0.07 0.19 0.00
H 4.488229 1.602180 -1.370701 0.36 -0.18 -0.07 0.00
C 1.119819 2.342090 -1.508121 0.57 -1.18 -1.07 0.06
C 0.765679 2.916830 -0.337861 -0.65 0.32 1.62 0.01
C -0.179671 2.322970 0.494189 -0.51 -0.05 0.64 0.05
C -0.843771 1.155830 0.121479 -0.82 -1.96 -0.24 0.04
C -0.433401 0.519090 -1.078051 0.11 0.10 0.23 0.04
C 0.546169 1.095550 -1.842591 -0.18 0.75 -0.45 0.01
N -1.862861 0.473860 0.962679 1.92 1.20 0.74 0.15
O -2.069351 1.026890 2.083649 -0.28 -0.29 -0.91 0.12
O -2.324111 -0.649490 0.668849 0.18 0.64 -0.51 0.13
H 1.922839 2.762110 -2.095621 -0.06 0.05 -0.24 0.01
H 1.233489 3.814510 0.038599 0.17 0.15 -0.13 0.00
H -0.383151 2.738810 1.469939 -0.15 0.08 -0.03 0.00
H -0.773661 -0.451640 -1.407161 -0.48 0.01 0.39 0.00
H 0.792289 0.610720 -2.775741 0.32 -0.11 -0.06 0.00
C -2.559821 -0.538190 -6.972411 -0.75 -0.09 0.54 0.00
C -3.465361 -1.223980 -6.127981 1.83 0.03 -0.87 0.00
C -2.918961 -1.930460 -5.069031 0.54 0.43 0.98 0.00
C -1.530361 -1.869320 -4.799111 -1.07 -0.13 -0.97 0.00
C -0.671271 -1.209650 -5.691601 0.60 -0.62 2.78 0.00
C -1.184481 -0.494550 -6.715151 -1.62 0.44 -1.45 0.00
N -1.022901 -2.525150 -3.554411 -0.07 -0.14 0.18 0.00
O -1.845741 -3.162410 -2.903941 0.95 0.58 -0.57 0.00
O 0.159959 -2.374060 -3.248271 -1.19 -0.08 -0.51 0.00
H -2.944601 0.021460 -7.812141 -0.06 0.07 -0.07 0.00
H -4.527771 -1.265090 -6.317691 0.02 0.15 -0.03 0.00
H -3.602721 -2.387580 -4.369091 0.27 -0.30 0.11 0.00
H 0.364759 -1.144250 -5.393681 0.18 -0.10 -0.21 0.00
H -0.595831 0.141660 -7.359451 0.34 -0.19 0.05 0.00
C -1.544561 -3.973600 0.292169 0.08 1.20 0.74 0.00
C -0.228561 -3.680100 -0.093781 -0.60 -1.67 0.63 0.00
C 0.758749 -4.585100 0.319299 0.23 0.47 -0.88 0.00
C 0.427979 -5.757480 0.984939 -0.89 0.56 0.74 0.00
C -0.878321 -5.937550 1.475719 1.16 -0.67 -0.24 0.00
C -1.854151 -5.025180 1.149269 0.44 -0.34 -0.26 0.00
N 1.447389 -6.782610 1.238739 1.33 -0.62 -1.16 0.00
O 2.482999 -6.700870 0.522169 -1.94 -0.38 1.88 0.00
O 1.210139 -7.706050 2.028059 0.44 1.41 -1.02 0.00
H -2.310341 -3.225900 0.147469 -0.10 0.03 -0.51 0.00
H 0.002449 -2.857710 -0.754631 0.06 0.13 0.36 0.00
H 1.781109 -4.344290 0.067939 0.12 -0.33 -0.01 0.00
H -1.075201 -6.814450 2.074619 -0.10 -0.01 0.04 0.00
H -2.839101 -5.199020 1.556759 -0.17 0.31 -0.16 0.00
```
Forces are in eV/Å.

Output
- 2S+1 = 2
- HOMO energy (spin up / spin down) (eV) = -1.62 / -6.39
- charge = -1
- strongest force on any atom (eV/Å) = 3.15
- frontier orbital gap (spin up / spin down) (eV) = 2.64 / 7.41